Below is a 2-piece molecular cluster, C6H8NO2P overall, with properties calculated with ωB97M-V with the def2-TZVPD basis set.

Each line ends with the Mulliken charge.
Atoms and positions in Å:
C -0.78 -1.56 0.91  -0.636
C 0.55 -1.90 0.38  -0.447
C -1.09 -0.22 0.79  0.356
C 1.09 -0.94 -0.34  -0.057
C -2.29 0.58 1.00  -1.091
C -0.08 1.06 -1.60  -1.128
N 3.53 0.25 -0.11  0.685
O 4.46 0.15 -0.84  -0.449
O 3.32 0.99 0.76  -0.329
P 0.40 0.64 0.13  0.082
H -1.47 -2.21 1.21  0.573
H 0.88 -2.91 0.57  0.408
H -3.13 0.13 0.52  0.349
H -2.36 1.58 0.51  0.316
H -2.48 0.51 2.14  0.258
H 0.76 1.24 -2.21  0.411
H -0.40 2.12 -1.69  0.380
H -0.92 0.50 -2.11  0.319

Calculated values
* charge: 0
* E_LUMO (spin up / spin down): -0.75 / -1.41 eV
* largest force on an atom: 5.241 eV Å⁻¹
* energy: -21217.4794 eV
* orbital gap (spin up / spin down): 7.99 / 7.14 eV
* relative energy (zero: lowest compared OMol25 entry of this formula, charge and spin): 194.7 kcal per mole